The following is a DFT calculation (wB97M-V/def2-TZVPD) of a molecular structure, C58H48AsCl4N3O4PV.

```
120
Properties=species:S:1:pos:R:3:forces:R:3
V -1.70730 -0.36328 0.38194 1.601 0.068 0.598
Cl -7.55184 2.01683 2.84190 -0.102 0.011 0.003
C -5.85912 1.71127 2.66182 0.118 0.042 0.077
C -4.94357 2.28658 3.52274 -0.121 -0.080 -0.118
Cl -5.49154 3.31573 4.80012 -0.035 0.095 0.123
C -3.57596 2.03723 3.35326 -0.005 -0.032 -0.131
Cl -2.45293 2.77717 4.44348 0.175 -0.053 -0.043
C -3.07299 1.22358 2.32834 -0.439 0.157 0.135
O -1.80500 1.01930 2.10365 0.055 -0.293 -0.456
C -4.04130 0.59038 1.46544 -0.435 0.136 0.413
O -3.63361 -0.23111 0.54506 -1.004 -0.107 -0.094
C -5.39726 0.87082 1.64742 0.071 -0.031 -0.043
Cl -6.51314 0.13113 0.54741 -0.042 -0.063 -0.066
C 3.46939 1.05958 -4.63964 0.072 0.029 0.043
C 4.03485 0.35946 -3.43149 0.046 0.002 0.062
C 5.41040 0.12533 -3.41621 0.021 0.001 0.016
C 6.03601 -0.53388 -2.37285 0.071 0.007 0.045
C 5.28310 -0.99753 -1.30724 0.014 -0.037 0.002
C 3.92001 -0.76905 -1.30328 -0.030 0.045 0.006
C 3.27317 -0.08257 -2.33557 -0.019 0.053 0.296
P 1.46195 0.09525 -1.95502 0.186 -0.185 -0.480
C 0.92365 1.38262 -3.16283 -0.319 0.047 0.280
C 0.15632 1.09768 -4.28755 -0.091 -0.060 0.012
C -0.30294 2.10894 -5.11687 -0.041 0.012 -0.024
C -0.02254 3.42898 -4.80919 -0.030 -0.008 -0.066
C 0.73075 3.72557 -3.68308 -0.030 0.117 -0.073
C 1.20653 2.72177 -2.85125 -0.063 -0.068 0.023
C 2.01766 3.05182 -1.63056 -0.049 -0.058 -0.001
C 0.84844 -1.41242 -2.77971 -0.684 -0.399 0.484
C 1.48688 -1.89140 -3.92149 -0.141 -0.067 0.081
C 0.96411 -2.93603 -4.66117 0.256 0.058 -0.200
C -0.25804 -3.46771 -4.28631 -0.129 -0.100 -0.047
C -0.87040 -3.06079 -3.11897 -0.148 0.199 -0.030
C -0.31106 -2.08880 -2.26058 0.523 -0.054 -0.090
C -0.84798 -1.95192 -0.88251 0.454 0.123 -0.881
H 4.21467 1.08396 -5.43494 0.016 -0.019 -0.002
H 3.19186 2.08785 -4.40615 -0.048 0.018 -0.075
H 2.57862 0.56008 -5.01163 0.025 0.064 -0.066
H 6.00362 0.47333 -4.25449 -0.009 -0.008 -0.019
H 7.10780 -0.68608 -2.38990 0.021 0.000 -0.029
H 5.75308 -1.51719 -0.48330 -0.008 -0.037 0.040
H 3.31499 -1.13641 -0.48026 0.062 0.050 0.101
H -0.07177 0.06882 -4.53638 -0.015 -0.014 0.032
H -0.88000 1.86407 -6.00030 -0.041 -0.010 0.030
H -0.40301 4.22324 -5.43861 0.042 0.043 -0.002
H 0.94370 4.76266 -3.45138 0.041 0.008 0.077
H 2.24572 4.11635 -1.57772 -0.044 0.002 0.033
H 2.95638 2.49307 -1.63657 0.056 0.074 0.101
H 1.46649 2.74754 -0.73342 0.106 0.073 0.011
H 2.42560 -1.44493 -4.22370 -0.041 -0.031 -0.040
H 1.50464 -3.32365 -5.51528 -0.053 0.043 -0.072
H -0.71602 -4.23790 -4.89591 -0.036 -0.040 0.045
H -1.80167 -3.53755 -2.82959 0.047 -0.022 0.124
H 0.02464 -1.96017 -0.20519 -0.052 -0.060 0.067
H -1.43145 -2.85696 -0.68886 0.118 0.047 0.121
C -3.43559 -4.37521 4.94996 -0.077 0.052 -0.009
C -2.95145 -3.46594 3.86118 0.076 0.139 -0.175
C -2.15806 -2.35742 4.13005 -0.037 -0.226 0.009
C -1.66972 -1.59393 3.08698 -0.089 0.006 0.082
N -1.96440 -1.81685 1.79857 -0.363 -1.003 1.395
C -2.80640 -2.83045 1.54981 0.113 -0.122 -0.065
C -3.28193 -3.68187 2.52600 0.011 -0.057 0.186
H -2.77151 -4.34068 5.81240 0.000 -0.015 0.015
H -3.49780 -5.40249 4.59218 -0.017 -0.025 0.034
H -4.43118 -4.07394 5.28121 -0.021 -0.017 0.015
H -1.90370 -2.09633 5.14895 0.103 0.018 0.005
H -1.03114 -0.74680 3.29328 -0.107 0.076 0.001
H -3.10925 -2.96311 0.52033 0.055 0.064 -0.005
H -3.91365 -4.51573 2.24786 -0.038 0.024 -0.045
O -3.88770 -1.41506 -6.06202 0.170 -0.113 0.087
C -4.50169 -0.19549 -5.72256 -0.343 0.341 -0.171
N -3.98925 0.16673 -4.43060 0.028 -0.159 -0.005
C -4.30028 1.36568 -3.88170 0.150 -0.286 -0.276
O -5.03251 2.14936 -4.47035 -0.044 -0.002 0.101
C -3.65715 1.69115 -2.57847 0.149 0.351 0.077
C -3.91956 2.94278 -2.02419 0.095 -0.303 -0.015
C -3.23002 3.31174 -0.88628 -0.096 0.121 -0.251
C -2.31944 2.42911 -0.33634 0.258 0.212 0.015
N -2.08385 1.20573 -0.83145 -0.303 1.514 -1.152
C -2.73806 0.86749 -1.94889 0.056 0.063 -0.242
H -4.22523 -1.70706 -6.91176 -0.024 0.015 -0.008
H -5.59531 -0.29690 -5.67917 0.090 0.016 -0.009
H -4.26362 0.60161 -6.44108 -0.024 -0.102 0.057
H -3.38284 -0.50458 -3.98942 -0.012 0.038 0.043
H -4.63433 3.58901 -2.51385 -0.012 0.021 0.016
H -3.39075 4.28305 -0.43955 0.049 -0.043 0.107
H -1.75928 2.69791 0.54874 -0.026 -0.123 0.059
H -2.48502 -0.11568 -2.32883 0.006 -0.024 0.071
C 0.85984 2.37789 6.19702 0.021 0.067 0.062
C 0.70325 3.01500 4.97545 0.117 -0.007 0.000
C 0.78577 2.28418 3.80276 -0.050 -0.022 -0.118
C 1.04230 0.91914 3.83411 -0.156 -0.026 0.087
C 1.19949 0.28629 5.06079 -0.047 -0.122 -0.072
C 1.10576 1.01498 6.23823 -0.002 -0.016 0.056
As 1.26896 0.04244 2.08901 0.553 0.036 0.318
C 2.04079 -1.63746 2.75014 0.127 -0.144 0.002
C 1.37031 -2.80466 3.08836 -0.077 0.051 -0.048
C 2.06768 -3.90999 3.55524 0.007 -0.045 -0.005
C 3.45102 -3.87080 3.65052 -0.018 -0.015 0.045
C 4.13620 -2.71916 3.30228 0.024 0.027 -0.013
C 3.43997 -1.59695 2.86369 -0.229 -0.156 0.016
C 4.04754 -0.31296 2.50379 0.000 0.150 -0.110
C 5.40758 -0.02721 2.56340 -0.024 0.005 -0.017
C 5.86560 1.23148 2.21270 0.017 -0.055 0.038
C 4.96473 2.21083 1.81822 0.093 0.045 -0.012
C 3.61021 1.92363 1.74685 -0.232 0.090 -0.120
C 3.13884 0.66504 2.08297 0.244 -0.156 -0.278
H 0.77570 2.94243 7.11677 0.015 0.009 0.015
H 0.49568 4.07650 4.94048 -0.030 0.013 -0.027
H 0.61628 2.76647 2.84603 -0.029 0.064 0.051
H 1.39093 -0.78014 5.10360 0.032 0.025 0.006
H 1.23073 0.51505 7.19109 -0.025 -0.013 0.000
H 0.29602 -2.86168 3.00294 -0.004 -0.045 -0.034
H 1.52911 -4.80386 3.84418 -0.013 -0.010 -0.051
H 3.99448 -4.74017 3.99845 0.016 0.004 0.010
H 5.21523 -2.69585 3.38327 0.027 0.012 -0.011
H 6.10868 -0.78472 2.89066 0.025 -0.003 -0.018
H 6.92594 1.44634 2.24828 0.001 0.038 0.020
H 5.32643 3.20017 1.56870 -0.041 0.012 -0.059
H 2.91804 2.69128 1.42346 -0.012 0.048 -0.011
```
Forces are in eV/Å.

As for the spin multiplicity: 4. As for the total energy: -8066.270024 Eh. The HOMO energy (alpha / beta) comes out at -3.51 / -4.12 eV. As for the charge: -1. The frontier orbital gap (alpha / beta) is 5.7 / 6.3 eV.